DFT (wB97M-V/def2-TZVPD) results for a cluster of 7 separate species, C53H128F3N4O7P2S in total at a distorted geometry.

Structure (XYZ):
```
198
Properties=species:S:1:pos:R:3:forces:R:3:mulliken_charge:R:1
C 22.186726 6.564193 -5.062030 -1.0 1.0 -0.2 -0.7634
N 22.508230 7.754946 -4.186427 0.1 -0.9 0.1 0.0245
C 23.861438 7.481945 -3.593780 0.1 0.4 -0.4 -0.9084
C 22.561236 8.980688 -5.013639 0.6 0.5 0.6 -0.7992
C 21.558313 7.871065 -3.015685 0.0 0.4 0.0 -0.9846
C 20.233648 8.523013 -3.319029 -0.7 0.3 -0.1 -0.1502
O 19.544839 7.801316 -4.330537 0.1 0.1 0.2 -0.4654
H 21.294266 6.807634 -5.635758 0.0 0.1 0.1 0.2641
H 21.912369 5.732618 -4.423447 0.6 -0.3 -0.1 0.3404
H 23.014712 6.452119 -5.752054 0.2 -0.5 0.2 0.4260
H 24.575115 7.374670 -4.407725 0.0 -0.1 0.0 0.4095
H 23.807777 6.560594 -3.024545 0.1 0.0 0.2 0.3924
H 24.153902 8.342724 -2.998906 0.0 -0.1 0.2 0.4512
H 22.881556 9.798861 -4.364293 -0.2 0.0 0.0 0.3448
H 21.590565 9.198376 -5.440911 0.0 -0.1 -0.2 0.2532
H 23.360121 8.860826 -5.741770 -0.3 -0.1 -0.3 0.4082
H 22.092181 8.467726 -2.276398 -0.1 0.0 0.1 0.3573
H 21.441794 6.867753 -2.610321 -0.1 0.0 -0.1 0.3796
H 20.320516 9.583490 -3.587958 0.4 -0.1 -0.2 0.3194
H 19.648780 8.583544 -2.390478 0.2 -0.4 0.1 0.4384
H 18.778566 8.347256 -4.591845 0.2 0.0 0.0 0.4590
C 14.735037 12.557769 -1.941534 -0.7 -0.8 0.0 -0.9358
N 14.644755 13.891853 -2.582421 0.6 0.6 0.4 0.2708
C 13.823581 14.774032 -1.680416 -0.1 -0.3 -0.2 -0.9705
C 16.033106 14.459412 -2.572576 0.3 0.9 0.8 -0.6695
C 14.057674 13.779068 -3.963690 0.0 -0.7 0.5 0.2579
C 13.550594 15.056778 -4.555325 0.2 1.2 -0.2 -1.0586
O 14.566601 16.064701 -4.602702 0.4 -0.6 -0.3 -0.4907
H 14.775871 12.676253 -0.862796 0.3 0.1 0.0 0.3824
H 15.584155 11.991437 -2.312538 0.1 0.2 -0.2 0.2456
H 13.816183 12.010210 -2.161519 0.1 0.0 0.0 0.3890
H 12.858800 14.290622 -1.544265 -0.1 0.2 0.0 0.4033
H 13.748195 15.761710 -2.119579 -0.1 0.0 0.0 0.3566
H 14.345161 14.836693 -0.731991 0.0 0.0 0.1 0.4334
H 16.343068 14.439909 -1.526724 0.2 -0.3 -0.1 0.4756
H 16.004142 15.520193 -2.806771 -0.1 -0.1 -0.5 0.4119
H 16.736575 13.909221 -3.185325 -0.3 -0.2 -0.2 0.0558
H 13.206993 13.102123 -3.852997 -0.1 0.1 -0.1 0.2509
H 14.803025 13.248016 -4.556518 0.1 0.2 -0.1 -0.1524
H 12.741252 15.503869 -3.975002 -0.3 -0.5 -0.1 0.5819
H 13.189438 14.829835 -5.562224 -0.1 -0.1 0.1 0.4958
H 14.357204 16.691260 -5.303698 -0.1 0.2 0.1 0.3123
C 17.500207 15.997732 -6.688245 -0.3 -0.7 0.1 -0.7255
N 17.061242 15.016655 -7.755092 0.8 0.5 -0.1 0.3326
C 18.213037 14.069253 -7.980834 -1.2 -0.6 -0.2 -1.1034
C 15.858954 14.258231 -7.321457 0.3 0.0 -0.8 -0.9114
C 16.832759 15.699145 -9.086553 -0.4 0.6 0.1 -0.4924
C 15.649576 16.644867 -9.174371 -0.2 0.7 0.5 -0.6501
O 15.726652 17.648818 -8.156945 -0.1 -0.6 0.1 -0.5024
H 16.622317 16.411732 -6.218042 0.0 0.4 -0.2 0.3214
H 18.134946 16.732389 -7.164220 0.1 0.2 0.2 0.3242
H 18.019670 15.419197 -5.927378 0.2 0.1 -0.1 0.3043
H 18.990326 14.548086 -8.563277 0.2 0.2 0.3 0.3744
H 17.783051 13.246184 -8.553521 0.3 -0.1 0.0 0.4892
H 18.516891 13.687838 -7.012496 0.3 0.0 -0.1 0.3683
H 15.096757 14.967457 -7.022552 0.0 0.0 0.3 0.2800
H 16.158418 13.553018 -6.552899 -0.1 0.1 0.2 0.1998
H 15.521611 13.724765 -8.210610 -0.1 -0.2 0.2 0.4031
H 16.646054 14.919200 -9.823091 0.3 -0.1 0.0 0.3370
H 17.747036 16.250707 -9.292044 0.1 -0.1 -0.2 0.4395
H 14.706935 16.089837 -9.119887 0.0 0.0 0.0 0.2973
H 15.680618 17.178165 -10.125663 0.1 -0.5 -0.3 0.4956
H 15.093077 18.345059 -8.366089 0.1 0.1 0.0 0.3386
C 16.287353 6.519431 -1.440708 0.0 -0.5 -0.2 -0.8468
N 15.282964 6.890647 -2.485308 0.4 0.2 -0.1 0.1572
C 15.009042 8.351424 -2.351192 0.1 0.0 0.1 -0.8836
C 15.925336 6.632480 -3.812726 0.1 -0.2 0.2 -0.8329
C 14.029227 6.075214 -2.303489 0.7 -0.5 -0.4 -0.4660
C 13.181835 5.948168 -3.545491 -1.1 0.5 0.1 -0.7681
O 12.841983 7.230568 -4.101581 0.4 -0.5 0.0 -0.3289
H 17.119726 7.211802 -1.525450 -0.1 0.2 0.3 0.3246
H 16.686320 5.527006 -1.649466 -0.2 -0.1 0.0 0.4153
H 15.800647 6.504875 -0.469847 0.2 0.3 0.1 0.3836
H 14.825231 8.571549 -1.301749 -0.2 0.0 0.0 0.3437
H 14.163465 8.580592 -2.988566 0.1 0.2 0.1 0.3157
H 15.916632 8.868091 -2.659052 -0.1 0.1 -0.1 0.2276
H 15.331496 7.048214 -4.619175 -0.1 0.0 0.1 0.2385
H 16.044111 5.553767 -3.894080 0.0 0.0 -0.2 0.4893
H 16.909057 7.095284 -3.802988 0.0 0.1 0.0 0.2909
H 13.522545 6.461796 -1.423839 -0.1 0.0 0.0 0.4195
H 14.398583 5.059732 -2.137286 -0.2 0.0 0.5 0.3773
H 12.245521 5.472097 -3.235590 0.2 -0.2 0.1 0.4897
H 13.649289 5.285078 -4.274425 0.1 0.2 -0.1 0.4615
H 12.427768 7.040241 -4.949602 -0.1 0.2 -0.1 0.1384
C 3.666397 6.229586 -8.332183 -0.1 0.0 0.4 -1.0595
C 4.794289 5.384343 -7.764370 0.5 -0.1 -0.1 -0.7546
C 6.127774 6.170282 -7.694362 -0.4 -0.8 -0.1 -0.7624
C 6.001876 7.381217 -6.781121 -0.4 0.3 0.0 -0.8234
P 7.507159 8.166017 -6.195323 -0.2 0.2 0.1 0.7517
C 8.683561 8.413401 -7.547093 0.4 -0.2 -0.2 -1.1516
C 10.151799 8.738020 -7.191207 0.1 0.6 -0.4 -0.3108
C 10.422632 10.241019 -6.997276 -0.3 -0.5 -0.1 -0.1259
C 11.843740 10.529825 -6.500323 -1.4 0.5 0.8 -1.2390
C 7.045475 9.740248 -5.417438 0.4 -0.4 0.3 -1.4115
C 6.650049 10.927303 -6.289285 0.9 0.5 -0.6 -0.6200
C 5.721239 10.708309 -7.471666 -1.3 -0.1 0.1 -0.0856
C 5.434874 12.011027 -8.221580 1.1 0.0 0.2 -1.4933
C 8.249670 7.153224 -4.895147 -0.1 0.2 0.1 -0.7412
C 7.354632 6.984934 -3.661687 -0.2 -0.2 0.0 -0.9060
C 7.961308 6.011476 -2.665058 0.8 0.1 -0.1 -0.3473
C 7.030997 5.708058 -1.525001 -0.4 -0.9 0.7 -1.4319
H 3.953280 6.655246 -9.294768 0.0 0.2 0.1 0.2997
H 3.407592 7.017175 -7.620147 -0.1 0.2 -0.2 0.2600
H 2.753942 5.661970 -8.503410 0.1 -0.1 0.1 0.3892
H 4.954060 4.511078 -8.400032 0.1 0.0 0.0 0.3870
H 4.593032 4.982962 -6.766839 -0.3 0.1 0.0 0.3399
H 6.377536 6.410104 -8.730562 0.3 0.4 0.2 0.3952
H 6.892798 5.485628 -7.311735 0.1 0.1 -0.1 0.3392
H 5.419233 7.119774 -5.886740 0.3 -0.1 0.1 0.7169
H 5.391519 8.183878 -7.199630 0.1 -0.1 -0.3 0.4438
H 8.270798 9.198762 -8.186243 0.0 0.0 0.0 0.4383
H 8.670158 7.505883 -8.157670 -0.2 -0.1 0.1 0.6248
H 10.763120 8.430207 -8.042759 0.0 -0.3 0.1 0.6086
H 10.508236 8.197447 -6.311505 -0.1 -0.2 0.0 -0.3936
H 9.664369 10.608313 -6.299541 0.3 0.3 0.1 0.0979
H 10.228447 10.751068 -7.943663 0.0 0.0 0.0 0.4005
H 11.955884 11.616150 -6.440666 0.4 0.0 -0.4 0.2943
H 12.603476 10.052503 -7.108312 0.2 0.0 0.1 0.3228
H 11.864970 10.236937 -5.445538 0.5 -0.5 -0.1 0.2510
H 7.930033 10.005855 -4.823745 -0.1 0.1 0.0 0.5221
H 6.295057 9.452578 -4.674275 -0.2 0.2 -0.2 0.6765
H 7.557022 11.366880 -6.736846 0.1 -0.3 0.1 0.1229
H 6.344531 11.738569 -5.623642 -0.5 -0.2 -0.1 0.5290
H 4.748258 10.315654 -7.143206 0.2 -0.1 0.1 0.3191
H 6.103840 9.949795 -8.161747 0.2 0.1 0.0 0.3580
H 4.977478 11.862812 -9.194323 -0.3 -0.1 0.1 0.3968
H 6.400865 12.493250 -8.424172 -0.2 0.2 0.0 0.3378
H 4.853041 12.680286 -7.593063 -0.2 0.1 -0.2 0.3677
H 9.183239 7.635869 -4.588777 0.0 -0.1 -0.1 0.5206
H 8.493148 6.173653 -5.316480 0.0 0.0 -0.1 0.7109
H 6.362940 6.611265 -3.931954 0.0 0.0 -0.1 0.3541
H 7.196760 7.934153 -3.144853 0.0 0.1 -0.1 0.3512
H 8.904239 6.444723 -2.299985 -0.1 0.1 0.1 0.2079
H 8.286915 5.093811 -3.166471 -0.3 -0.1 -0.1 0.3907
H 6.603804 6.592671 -1.053905 0.0 0.1 -0.1 0.3411
H 7.514817 5.122101 -0.738700 0.2 0.3 0.0 0.4222
H 6.212192 5.044653 -1.816973 -0.1 0.3 -0.3 0.3490
C 18.679681 9.841974 -16.341783 0.5 -0.4 0.1 -1.1753
C 20.056212 10.497655 -16.310869 -0.2 0.6 0.2 -0.7816
C 21.127668 9.716321 -15.547823 -0.4 0.0 -0.5 -0.0328
C 20.909445 9.753161 -14.035184 0.4 0.1 0.2 -1.2427
P 22.281320 9.070194 -13.072520 -0.3 -0.2 -0.4 1.5820
C 22.430015 7.281247 -13.220985 0.3 -0.1 -0.1 -1.0452
C 22.667159 6.715103 -14.632965 0.1 -0.1 0.1 -0.4905
C 23.188685 5.290378 -14.542787 0.4 -0.6 -0.1 -0.6801
C 23.413196 4.617604 -15.891129 -0.6 -1.0 0.0 -1.3841
C 21.998062 9.512017 -11.343509 -0.2 0.4 0.0 -1.1709
C 20.681404 9.009139 -10.734768 0.4 0.2 0.1 -0.5509
C 20.482273 9.510626 -9.300855 -0.3 -0.3 0.3 -0.3753
C 19.178175 8.956588 -8.699730 -0.5 0.3 0.1 -0.8288
C 23.815288 9.798457 -13.636184 0.9 -0.2 0.4 -1.4262
C 23.875746 11.303089 -13.939756 -0.3 0.2 0.0 -0.7570
C 24.932158 11.615537 -14.999964 0.0 -0.6 -0.6 -0.6197
C 26.316600 11.098798 -14.662637 0.4 0.1 1.7 -1.2053
H 18.306492 9.696889 -15.323962 -0.2 0.2 -0.1 0.2841
H 18.740948 8.841823 -16.778018 0.0 0.1 -0.2 0.2985
H 17.979114 10.435608 -16.921444 -0.1 0.0 0.1 0.4025
H 19.961784 11.495970 -15.859462 0.0 -0.1 0.1 0.3275
H 20.432910 10.720585 -17.309981 -0.1 -0.3 -0.1 0.4342
H 22.080455 10.145666 -15.862427 0.2 -0.2 0.4 0.1189
H 21.098790 8.677585 -15.882928 0.2 0.0 -0.1 -0.0059
H 19.992116 9.236157 -13.748807 0.0 0.0 0.0 0.6717
H 20.850830 10.788577 -13.673351 -0.2 0.0 -0.1 0.5020
H 21.568398 6.794691 -12.759215 0.0 0.1 0.0 0.5428
H 23.311149 7.016204 -12.622038 -0.1 0.1 0.1 0.4897
H 23.384234 7.322192 -15.190164 -0.1 0.0 0.0 0.2669
H 21.737133 6.699214 -15.203090 0.0 0.1 0.0 0.3652
H 22.492862 4.674115 -13.965309 -0.1 0.1 0.0 0.3602
H 24.153355 5.216274 -14.028876 -0.2 0.4 0.3 0.3897
H 24.385276 4.803146 -16.338269 -0.1 0.4 -0.1 0.3413
H 22.586008 4.781098 -16.585560 0.2 0.4 -0.1 0.3409
H 23.374243 3.534508 -15.736032 0.2 0.1 0.0 0.4028
H 22.013695 10.609467 -11.357361 0.1 0.0 0.2 0.5568
H 22.843343 9.176697 -10.739121 0.1 0.0 -0.1 0.6254
H 20.706551 7.917875 -10.730181 -0.2 0.0 0.0 0.2969
H 19.837999 9.343289 -11.341904 -0.1 -0.1 0.0 0.2264
H 20.447497 10.603323 -9.283176 0.0 0.0 -0.1 0.3139
H 21.333688 9.243895 -8.666197 0.1 -0.2 -0.2 0.1925
H 19.164851 8.831275 -7.615689 0.4 0.0 0.0 0.0126
H 18.874630 8.001968 -9.132648 0.2 0.0 -0.1 0.4835
H 18.357088 9.658387 -8.867525 0.0 -0.1 -0.2 0.2027
H 24.189406 9.205735 -14.476246 -0.4 0.1 -0.2 0.5973
H 24.558609 9.553242 -12.863407 -0.2 0.0 0.1 0.6979
H 24.071003 11.862471 -13.019942 0.1 -0.1 0.0 0.4351
H 22.906575 11.657614 -14.302577 0.0 0.0 0.0 0.3387
H 24.985196 12.688600 -15.174838 -0.2 0.0 0.0 0.4629
H 24.601143 11.132080 -15.928632 0.0 0.3 -0.1 0.2391
H 26.393018 10.017749 -14.522474 -0.2 0.0 -0.5 0.2871
H 26.570016 11.480627 -13.658375 0.1 0.1 -0.2 0.2938
H 27.125545 11.432938 -15.303507 -0.2 0.0 -0.4 0.3974
C 15.415412 10.317547 -5.841255 0.8 0.1 1.3 0.4110
F 15.418574 9.133463 -6.427480 -0.2 0.0 -0.5 -0.2055
F 14.921889 11.267496 -6.629405 -0.2 -0.2 -0.2 -0.0477
F 14.628095 10.216719 -4.743301 -0.2 0.2 -0.3 0.0249
S 17.121982 10.769764 -5.273648 0.7 0.8 0.0 0.4485
O 17.529570 9.620224 -4.470053 -0.3 0.0 -0.3 -0.6832
O 17.847117 11.004259 -6.502267 -0.2 -0.4 0.2 -0.4429
O 16.944766 11.978585 -4.476894 -0.5 -0.3 -0.1 -0.6038
```
Forces are in eV/Å.

Results
**Net charge**: +5
**E_tot**: -114853.983 eV
**Kohn-Sham gap**: 10.01 eV
**Energy above the lowest of the compared OMol25 structures with the same formula, charge and spin**: 0.0 kJ/mol
**LUMO energy**: -8.3 eV